Record 1
C4H13N2S | ωB97M-V/def2-TZVPD

Geometry as XYZ:
```
20
Properties=species:S:1:pos:R:3:nbo_charge:R:1
C 3.4859 0.0152 0.9743 -0.55
N 0.3950 1.0442 -1.0240 -0.61
C -0.9993 0.7906 -0.9923 -0.25
C -1.5512 0.7091 0.4938 -0.54
S -3.0385 -0.3105 0.6205 0.06
C 2.5976 -1.1625 0.4284 -0.30
N 2.0639 -0.8114 -0.8197 -0.23
H 3.5042 -0.0068 2.0547 0.26
H 4.4940 -0.0743 0.5752 0.24
H 0.7389 1.8420 -1.5387 0.39
H -1.2863 -0.1031 -1.5419 0.22
H -1.4864 1.6424 -1.4297 0.23
H -0.8195 0.4019 1.2157 0.23
H -1.8103 1.7241 0.8056 0.24
H -2.4540 -1.3474 1.2307 0.13
H 1.7458 -1.3138 1.1003 0.24
H 3.1941 -2.0734 0.3774 0.25
H 2.7702 -1.0381 -1.5409 0.36
H 1.1090 0.2563 -1.1138 0.39
H 3.1206 0.9583 0.5975 0.23
```

Results
- HOMO-LUMO gap (eV) = 3.668
- total charge = +1
- largest force on an atom (eV/Å) = 2.39
- M (g/mol) = 121.2


Record 2
C42H49BN8S3SbSn | ωB97M-V/def2-TZVPD

Geometry as XYZ:
```
105
Properties=species:S:1:pos:R:3:lowdin_charge:R:1
Sn 1.1022 0.2550 -0.6374 0.74
N 1.5818 -0.4735 2.0253 0.04
C 2.9009 -0.1449 2.3778 -0.25
C 3.2885 -0.0270 3.6924 -0.01
C 4.6177 0.2336 4.0441 -0.06
C 5.5793 0.3287 3.0764 -0.03
C 5.2247 0.2273 1.7164 -0.15
C 6.1826 0.2947 0.6831 0.01
C 5.7718 0.2053 -0.6192 -0.03
C 4.3998 0.1223 -0.8863 -0.17
N 3.4831 0.0664 0.0499 -0.06
C 3.8608 0.0529 1.3504 -0.19
H 0.9793 -0.4825 2.8397 0.09
H 1.5499 -1.3851 1.5788 0.02
H 2.5550 -0.1566 4.4738 0.12
H 4.8824 0.3254 5.0861 0.11
H 6.6178 0.4785 3.3300 0.12
H 7.2275 0.4102 0.9383 0.13
H 6.4739 0.2252 -1.4379 0.12
H 4.0484 0.0934 -1.9084 0.07
C 4.2281 3.4626 -0.0923 -0.03
N 3.5508 3.4242 -1.3553 -0.11
C 4.0831 3.7134 -2.5824 -0.03
C 3.0582 3.6932 -3.4714 -0.05
N 1.9064 3.4021 -2.8043 -0.03
B 0.4812 3.6071 -3.3739 -0.43
N -0.2447 2.2465 -3.6538 0.02
C -1.5354 2.2423 -4.0927 -0.04
C -1.9104 0.9622 -4.3414 -0.04
N -0.8362 0.1725 -4.0475 -0.12
C -0.7780 -1.2582 -4.1435 -0.04
C 0.1615 0.9819 -3.6214 -0.70
S 1.6962 0.3519 -3.1599 0.59
C 2.2289 3.2332 -1.5254 -0.73
S 1.1738 2.7950 -0.2542 0.64
H 5.2802 3.2300 -0.2333 0.10
H 3.7732 2.7439 0.5879 0.06
H 4.1333 4.4512 0.3597 0.11
H 5.1249 3.9114 -2.7221 0.12
H 3.0583 3.8634 -4.5278 0.13
H 0.5890 4.1810 -4.4083 0.08
H -0.1660 4.1923 -2.5669 0.08
H -2.0766 3.1582 -4.1918 0.13
H -2.8300 0.5607 -4.7097 0.12
H -1.5916 -1.6090 -4.7743 0.10
H -0.8613 -1.7148 -3.1519 0.09
H 0.1746 -1.5585 -4.5791 0.08
C 0.8781 -4.8801 -2.1536 -0.05
N 1.2063 -4.9990 -0.7634 -0.17
C 0.8313 -6.1669 0.0110 -0.11
C 1.4445 -5.8922 1.3956 -0.13
N 1.9803 -4.5507 1.2481 0.02
C 1.9063 -4.1230 -0.0347 -0.83
S 2.5838 -2.7057 -0.5620 0.67
H 1.3162 -5.7114 -2.7135 0.10
H 1.2889 -3.9401 -2.5233 0.05
H -0.2084 -4.8902 -2.2869 0.10
H 1.2324 -7.0733 -0.4533 0.13
H -0.2590 -6.2541 0.0538 0.12
H 2.2323 -6.6076 1.6470 0.12
H 0.6958 -5.9075 2.1922 0.11
H 2.6933 -4.1996 1.8659 0.13
C -4.0559 -1.0949 -2.2548 -0.09
C -4.9082 -0.4705 -1.1877 -0.31
C -6.2897 -0.5958 -1.2984 -0.05
C -7.1348 -0.0849 -0.3338 -0.07
C -6.6038 0.5535 0.7739 -0.08
C -5.2338 0.6956 0.8867 -0.14
C -4.3798 0.2006 -0.0898 -0.31
Sb -2.2406 0.5319 0.1854 1.48
C -2.4377 2.4834 1.0772 -0.34
C -3.3772 3.3034 0.4644 -0.14
C -3.4856 4.6427 0.7929 -0.08
C -2.6292 5.1810 1.7361 -0.07
C -1.6905 4.3716 2.3438 -0.05
C -1.5701 3.0245 2.0246 -0.33
C -0.4942 2.2242 2.6918 -0.08
C -2.1676 -0.8127 1.8835 -0.32
C -2.4932 -0.3873 3.1603 -0.14
C -2.3075 -1.2143 4.2566 -0.08
C -1.8127 -2.4933 4.0744 -0.08
C -1.5573 -2.9496 2.7932 -0.06
C -1.7363 -2.1240 1.6908 -0.32
C -1.5280 -2.6778 0.3127 -0.07
H -4.5437 -1.0152 -3.2251 0.08
H -3.9165 -2.1562 -2.0377 0.08
H -3.0790 -0.6126 -2.3088 0.01
H -6.7029 -1.1077 -2.1565 0.11
H -8.2029 -0.1854 -0.4466 0.11
H -7.2532 0.9513 1.5392 0.11
H -4.8252 1.2172 1.7418 0.09
H -4.0302 2.8880 -0.2953 0.09
H -4.2230 5.2628 0.3051 0.11
H -2.6840 6.2272 1.9930 0.11
H -1.0130 4.7904 3.0730 0.11
H 0.1112 2.8595 3.3346 0.09
H 0.1601 1.7823 1.9406 -0.01
H -0.9088 1.4201 3.2959 0.06
H -2.9088 0.6021 3.2997 0.10
H -2.5457 -0.8586 5.2481 0.11
H -1.6518 -3.1399 4.9241 0.10
H -1.2210 -3.9676 2.6455 0.10
H -1.3358 -3.7477 0.3622 0.07
H -0.6824 -2.1951 -0.1960 0.02
H -2.4268 -2.5143 -0.2820 0.06
```

Results
- HOMO-LUMO gap (eV) = 6.608
- total charge = +1
- largest force on an atom (eV/Å) = 0.88
- M (g/mol) = 1013.4


Record 3
C20H26Cu2F3N4O3 | ωB97M-V/def2-TZVPD

Geometry as XYZ:
```
58
Properties=species:S:1:pos:R:3:nbo_charge:R:1
Cu -1.2028 1.5705 -2.2521 0.22
Cu -0.3016 -1.5231 -1.9741 0.74
O -0.8971 0.2399 -0.4311 -1.35
H -1.0958 0.2010 0.5247 0.43
N -2.8020 -2.6036 -1.2366 -0.52
C -2.1531 -3.2165 -2.2726 -0.13
C -1.0502 -3.9414 -1.7662 -0.35
C -0.9436 -3.6010 -0.3948 -0.32
C -1.9852 -2.7417 -0.1099 -0.06
H -3.7255 -2.1951 -1.2548 0.44
H -2.7067 -3.3389 -3.1918 0.24
H -0.4306 -4.6632 -2.2777 0.25
H -0.1961 -3.9691 0.2923 0.24
H -2.2262 -2.3679 0.8742 0.23
N -3.6238 0.5808 -1.3330 -0.58
C -4.7086 1.1146 -0.6061 -0.09
C -5.4936 1.7239 -1.4420 -0.29
C -5.0807 1.4245 -2.7917 -0.31
C -3.9754 0.6957 -2.6247 -0.08
H -2.7949 0.0876 -1.0335 0.45
H -4.6235 1.0400 0.4679 0.21
H -6.3307 2.3087 -1.0903 0.22
H -5.5170 1.7555 -3.7226 0.23
H -3.2469 0.2351 -3.2754 0.21
N 1.7661 1.7156 -0.2791 -0.53
C 2.5719 1.4263 -1.3506 -0.10
C 3.8275 1.9410 -1.1622 -0.31
C 3.8530 2.5527 0.0860 -0.32
C 2.5516 2.3984 0.5796 -0.08
H 0.7976 1.4384 -0.2063 0.45
H 2.1137 1.0498 -2.2532 0.21
H 4.6035 1.8740 -1.9105 0.22
H 4.7312 3.0040 0.5237 0.22
H 2.1035 2.7556 1.4951 0.21
N -1.2765 1.8364 2.0314 -0.53
C -0.6880 1.2271 3.0641 -0.06
C -0.3512 2.0633 4.0607 -0.32
C -0.7131 3.3105 3.5647 -0.28
C -1.4675 3.1777 2.3993 -0.10
H -1.3698 1.5009 1.0833 0.42
H -0.3968 0.1922 2.9614 0.19
H 0.1738 1.8048 4.9684 0.23
H -0.4338 4.2425 4.0335 0.22
H -1.9198 3.8757 1.7104 0.22
C 3.0438 -0.9929 2.6317 -0.63
C 2.2899 -1.7319 1.4931 -0.07
O 3.2995 -2.0835 0.5825 -0.48
C 3.2466 -1.9512 -0.7279 0.72
O 2.1919 -1.8021 -1.3341 -0.61
C 4.5989 -1.9078 -1.4573 0.91
F 4.5421 -2.7815 -2.4962 -0.31
F 4.7803 -0.6601 -1.9231 -0.29
F 5.6203 -2.1895 -0.6657 -0.29
H 2.3247 -0.5994 3.3501 0.22
H 3.6032 -0.1436 2.2394 0.23
H 3.8129 -1.6617 3.0178 0.22
H 1.5549 -1.0847 1.0146 0.21
H 1.7257 -2.6134 1.7975 0.18
```

Results
- 2S+1 = 2
- HOMO-LUMO gap (spin up / spin down) (eV) = 5.796 / 6.920
- largest force on an atom (eV/Å) = 5.39
- M (g/mol) = 554.5


Record 4
C27H24MnN4O9P | ωB97M-V/def2-TZVPD

Geometry as XYZ:
```
66
Properties=species:S:1:pos:R:3:nbo_charge:R:1
Mn -0.2968 -0.4712 -0.4510 1.44
C -0.7371 1.5499 -3.3908 -0.25
O -0.8184 1.5481 -1.9838 -0.52
C -0.5509 2.7216 -1.3292 0.30
C -0.3351 3.9425 -1.9376 -0.29
C -0.1427 5.0877 -1.1694 -0.20
C -0.1843 5.0122 0.2129 -0.24
C -0.3858 3.7984 0.8342 -0.23
C -0.5456 2.6223 0.0847 0.14
N -0.6956 1.3877 0.6519 -0.37
N -0.8338 1.3967 1.9574 -0.18
C -1.0712 0.3156 2.6942 -0.05
C -1.3154 -0.9966 2.1528 0.40
O -1.3303 -1.1992 0.8701 -0.74
C -1.5546 -2.0628 3.0413 -0.27
C -1.5263 -1.8970 4.4019 -0.13
C -1.2853 -0.6302 4.9712 -0.14
C -1.2347 -0.4437 6.3665 -0.17
C -1.0394 0.7991 6.9068 -0.25
C -0.9228 1.9126 6.0676 -0.21
C -0.9470 1.7576 4.7038 -0.21
C -1.0990 0.4911 4.1203 0.07
H -1.4542 2.2555 -3.8244 0.17
H -0.9885 0.5410 -3.7131 0.21
H 0.2771 1.7905 -3.7257 0.19
H -0.3191 4.0323 -3.0119 0.22
H 0.0250 6.0331 -1.6649 0.21
H -0.0442 5.9071 0.8049 0.21
H -0.4094 3.7090 1.9082 0.23
H -1.7611 -3.0249 2.5975 0.23
H -1.7048 -2.7382 5.0568 0.21
H -1.3551 -1.3088 7.0048 0.20
H -0.9963 0.9295 7.9797 0.20
H -0.8212 2.8975 6.4997 0.21
H -0.8632 2.6087 4.0465 0.22
O 2.6923 -0.8291 -3.2148 -0.68
C 1.5557 -0.9214 -2.7667 0.78
O 1.1755 -0.2955 -1.7078 -0.85
C 0.5303 -1.7795 -3.4718 -0.32
C 0.8587 -2.3088 -4.6950 -0.03
C -0.0483 -3.1046 -5.4107 -0.10
C -1.3041 -3.3681 -4.8748 -0.10
C -1.6517 -2.8751 -3.6333 -0.11
C -0.7488 -2.0508 -2.8632 0.52
O -1.0916 -1.6057 -1.7295 -0.79
N -2.9282 -3.2276 -3.1129 0.52
O -3.7830 -3.5809 -3.9194 -0.43
O -3.1165 -3.1871 -1.9106 -0.35
N 0.3130 -3.6443 -6.6647 0.53
O -0.5171 -4.3169 -7.2705 -0.42
O 1.4383 -3.4120 -7.0971 -0.41
H 1.8371 -2.1081 -5.1074 0.26
H -2.0038 -3.9814 -5.4245 0.27
C 2.1713 -0.0819 2.6444 -0.94
P 1.9157 -0.3577 0.8390 0.84
C 3.0501 -1.7859 0.5901 -0.93
C 2.9667 1.0075 0.2052 -0.93
H 3.2371 -0.0470 2.8671 0.21
H 1.7018 -0.8841 3.2106 0.23
H 1.7024 0.8580 2.9292 0.23
H 4.0422 -1.5566 0.9811 0.21
H 3.1184 -2.0047 -0.4745 0.25
H 2.6454 -2.6528 1.1132 0.23
H 3.9172 1.0112 0.7382 0.20
H 2.4500 1.9535 0.3551 0.23
H 3.1413 0.8608 -0.8579 0.27
```

Results
- 2S+1 = 6
- HOMO-LUMO gap (spin up / spin down) (eV) = 5.219 / 6.526
- total charge = -1
- largest force on an atom (eV/Å) = 4.57
- M (g/mol) = 634.4


Record 5
C5H8O | ωB97M-V/def2-TZVPD

Geometry as XYZ:
```
14
Properties=species:S:1:pos:R:3:nbo_charge:R:1
O 0.1791 1.9005 0.1693 -0.71
C -0.3002 0.8123 0.9108 0.07
C -0.9722 -0.3432 0.2200 -0.26
C -0.3281 -0.5138 -1.1675 -0.39
C 1.0761 -0.6419 -0.5095 -0.40
C 0.4133 -0.4894 0.8470 -0.23
H -0.4753 2.6088 0.2052 0.48
H -0.5953 1.0543 1.9353 0.19
H -1.9196 -0.7963 0.5164 0.21
H -0.4589 0.3222 -1.8609 0.21
H -0.6258 -1.4477 -1.6513 0.21
H 1.5505 -1.6155 -0.6554 0.21
H 1.7925 0.1562 -0.7239 0.21
H 0.6637 -1.0066 1.7644 0.21
```

Results
- structure (SMILES) = O[C@H]1[C@H]2CC[C@@H]12
- HOMO-LUMO gap (eV) = 10.381
- largest force on an atom (eV/Å) = 0.46
- M (g/mol) = 84.1


Record 6
C25H25NO6S | ωB97M-V/def2-TZVPD

Geometry as XYZ:
```
58
Properties=species:S:1:pos:R:3:nbo_charge:R:1
C -5.3663 -3.4167 -0.2655 -0.25
O -4.2920 -2.5195 -0.4096 -0.51
C -4.5090 -1.1970 -0.2064 0.42
C -5.7342 -0.6600 0.1496 -0.36
C -5.9232 0.7057 0.3544 0.32
O -7.1955 1.0266 0.6956 -0.49
C -7.5904 2.3610 0.9296 -0.24
C -4.8260 1.5761 0.1955 0.20
O -5.0212 2.9224 0.4024 -0.51
C -3.9287 3.7926 0.2458 -0.25
C -3.6056 1.0342 -0.1606 -0.22
C -3.4043 -0.3330 -0.3708 -0.19
C -2.1283 -0.8799 -0.7482 -0.07
C -0.9631 -0.2250 -0.9106 -0.35
C 0.2410 -0.9421 -1.3255 0.53
O 0.2399 -2.1209 -1.6446 -0.56
C 1.5007 -0.1487 -1.3649 -0.16
C 2.4578 -0.4692 -2.3253 -0.14
C 3.6629 0.1988 -2.3752 -0.26
C 3.9454 1.1952 -1.4435 0.15
N 5.1778 1.8422 -1.4225 -0.84
S 5.9984 1.9187 0.0595 2.31
O 5.3943 2.9172 0.8851 -0.93
O 7.3786 2.0555 -0.2954 -0.93
C 5.6547 0.2944 0.7179 -0.37
C 6.2239 -0.7990 0.0955 -0.17
C 5.8506 -2.0713 0.4887 -0.21
C 4.9033 -2.2540 1.4920 0.01
C 4.4535 -3.6286 1.8735 -0.63
C 4.3594 -1.1358 2.1167 -0.17
C 4.7303 0.1398 1.7309 -0.18
C 2.9907 1.5275 -0.4845 -0.21
C 1.7819 0.8637 -0.4498 -0.19
H -4.9538 -4.4013 -0.4805 0.20
H -6.1705 -3.1979 -0.9746 0.18
H -5.7654 -3.4054 0.7534 0.18
H -6.6057 -1.2789 0.2851 0.23
H -8.6518 2.3022 1.1703 0.19
H -7.0493 2.8006 1.7694 0.19
H -7.4507 2.9840 0.0445 0.19
H -3.5363 3.7704 -0.7760 0.18
H -3.1245 3.5637 0.9524 0.18
H -4.3200 4.7867 0.4580 0.20
H -2.7593 1.6861 -0.2910 0.22
H -2.1138 -1.9496 -0.9133 0.24
H -0.8736 0.8412 -0.7743 0.20
H 2.2389 -1.2598 -3.0274 0.23
H 4.3979 -0.0546 -3.1261 0.21
H 5.8097 1.5789 -2.1643 0.41
H 6.9570 -0.6411 -0.6804 0.23
H 6.2885 -2.9322 0.0060 0.22
H 3.5619 -3.8890 1.3025 0.23
H 4.2006 -3.6768 2.9297 0.22
H 5.2213 -4.3665 1.6562 0.22
H 3.6319 -1.2675 2.9037 0.21
H 4.3199 1.0178 2.2026 0.24
H 3.2224 2.3055 0.2246 0.24
H 1.0670 1.1127 0.3201 0.22
```

Results
- structure (SMILES) = COc1cc(OC)c(OC)cc1/C=C/C(=O)c1ccc(NS(=O)(=O)c2ccc(C)cc2)cc1
- HOMO-LUMO gap (eV) = 7.485
- largest force on an atom (eV/Å) = 0.99
- M (g/mol) = 467.5